17
Properties=species:S:1:pos:R:3:mulliken_charge:R:1 method="wB97M-V/def2-TZVPD" orbital_gap_ev="7.8 / 7.8" spin_multiplicity=1 homo_energy_ev="-9.3 / -9.3" relative_energy_ev=2.311
C 0.4471 1.0383 0.9966 -1.640
C 0.6787 -1.4126 0.2595 -1.429
C 1.2694 0.4199 -1.2420 -1.905
C 0.2964 0.0077 -0.1821 1.706
O -0.9643 -0.0082 -0.6936 -0.651
P -2.7362 0.0270 0.8995 0.455
Br -3.9027 1.5259 -0.1311 -0.073
Br -3.5748 -1.8172 0.0200 -0.093
H -0.2180 0.7100 1.6926 0.406
H 1.4635 1.1231 1.1862 0.457
H 0.0299 1.9722 0.6279 0.387
H 1.8077 -1.5302 0.4362 0.305
H 0.4994 -2.0154 -0.4998 0.545
H 0.1327 -1.8269 1.2403 0.217
H 1.3291 -0.1640 -2.1302 0.434
H 1.1226 1.4038 -1.5646 0.475
H 2.3194 0.5466 -0.9154 0.403